C3H8AlClFNa | ωB97M-V/def2-TZVPD

Atoms and positions in Å:
C1 -0.00503 1.78663 -0.46287
C2 0.65868 0.56916 -1.11088
C3 0.16812 -0.77005 -0.59869
Cl1 -1.62646 -0.96120 -1.11795
Al1 0.34074 -1.20127 1.36116
F1 -0.88797 -0.24078 2.15076
H1 0.68008 2.63550 -0.42001
H2 -0.88590 2.11436 -1.01912
H3 -0.32235 1.56566 0.55886
H4 0.57676 0.63296 -2.20157
H5 1.73418 0.58077 -0.89306
H6 0.62959 -1.56788 -1.19050
H7 -0.41355 -2.65083 1.54078
H8 1.79229 -0.96027 1.95292
Na1 -2.43919 -1.53276 1.45016

Properties
LUMO ... -0.66 eV
Frontier orbital gap ... 8.4424 eV

natural (NBO) atomic charge list, values in e, 2 entries: -0.620, -0.439